Record 1
Formula: C22H37ClN2Ru
Source: the Open Molecules 2025 dataset
Level of theory: the ωB97M-V functional and the def2-TZVPD basis

Each line ends with the Mulliken charge.
Element x y z (Å)
C -0.55 -3.83 1.35  -1.23
C 0.88 -1.07 3.99  -2.23
C -0.58 3.71 3.61  -1.90
H -1.23 -3.13 1.83  0.23
H 3.08 2.83 -1.44  0.37
C 1.04 1.14 5.08  -1.71
H 0.83 4.81 1.46  0.42
N 0.52 -2.03 -0.03  0.47
H 1.14 2.96 -0.11  0.47
H -1.08 -4.76 1.15  0.44
H -1.58 -0.21 3.20  0.15
H 0.80 0.64 6.02  0.49
H 4.19 -0.80 0.62  0.35
H -2.36 1.99 2.24  0.19
H -0.83 5.38 1.67  0.45
H 0.26 -4.04 2.05  0.26
H 0.53 -1.67 3.15  0.35
C 0.42 2.16 1.83  0.66
C -2.01 2.89 1.73  -1.69
H 2.43 1.31 -2.07  0.31
H 0.48 -1.52 4.91  0.55
H -1.17 0.14 -1.62  0.54
C 1.92 0.42 1.83  -0.59
H 2.13 1.14 4.96  0.34
H -1.23 4.58 3.73  0.55
Ru 0.10 -0.09 0.77  0.66
H 0.71 2.17 5.14  0.20
C 0.90 -1.91 -1.36  -0.55
C -1.32 0.45 -0.58  -0.69
C 3.45 1.09 -0.16  1.94
C -0.59 3.29 2.14  1.88
H 0.43 4.01 3.92  0.36
C 0.84 1.00 2.56  -0.59
H 4.72 -0.42 -1.02  0.46
C 0.00 -3.24 0.10  0.41
H 2.56 -0.35 2.21  0.33
H -1.60 1.30 4.11  0.16
H 0.79 -3.36 -3.04  0.43
C 3.26 1.75 -1.53  -1.77
H -1.39 -0.22 4.95  0.55
C 0.62 -3.06 -2.02  -1.01
C 1.22 2.21 0.65  0.04
H 4.27 2.89 0.76  0.34
C -0.22 4.54 1.32  -2.10
C -1.13 0.32 4.05  -1.57
H -0.94 2.95 4.29  0.28
C 2.19 1.20 0.67  0.02
N 0.06 -3.89 -1.07  -0.07
H 4.17 1.63 -2.12  0.46
Cl -2.30 -0.76 0.27  -0.12
H 3.08 -0.98 -0.73  0.38
H 1.32 -1.00 -1.75  0.65
C 0.39 0.38 3.90  2.18
C 4.53 1.84 0.64  -1.70
H -1.80 1.40 -0.48  0.31
C 3.88 -0.37 -0.33  -1.61
H -2.70 3.70 1.97  0.50
H -0.28 -4.82 -1.24  0.20
H 5.48 1.78 0.11  0.45
H -2.06 2.72 0.66  0.25
H 4.66 1.40 1.63  0.38
H 1.96 -1.15 4.04  0.36
H -0.42 4.42 0.26  0.39

Computed properties:
lowest unoccupied orbital energy (spin up / spin down)	-3.296 / -3.607	eV
total charge	+1
energy above the lowest of the compared OMol25 structures with the same formula, charge and spin	0.0	kJ/mol
orbital gap (spin up / spin down)	7.58 / 8.10	eV
multiplicity	2

***

Record 2
Formula: C16H37BF4N3O10PS
Source: the Open Molecules 2025 dataset
Level of theory: the ωB97M-V functional and the def2-TZVPD basis

Each line ends with the Mulliken charge.
Element x y z (Å)
O 3.38 3.91 -2.15  -0.71
H 0.85 0.55 0.41  0.13
N 1.39 1.01 -0.33  0.26
C -1.91 -1.62 2.92  0.77
H -0.94 1.89 1.82  -0.41
H 1.09 2.86 -2.93  0.28
O 1.11 -0.73 2.05  -0.74
N -1.73 1.76 -4.28  -0.16
C 1.31 -3.67 4.66  -0.20
H -0.50 -2.14 0.28  -0.05
C 3.29 2.88 -2.85  0.57
C -1.60 4.58 0.37  -0.98
C -2.85 2.88 1.78  -0.81
H -2.09 -2.53 2.34  -0.04
H 1.71 -5.84 4.87  0.37
H -1.93 -0.80 2.20  -0.12
H 1.79 -3.35 5.59  0.38
C -3.09 -1.68 3.91  -1.41
C 1.86 -5.00 4.19  -0.99
C 3.18 0.34 -4.20  0.52
H -1.30 2.65 3.33  0.56
H -3.37 -2.69 4.19  0.35
C -2.79 3.52 0.37  0.02
C 0.07 -3.05 0.44  0.19
H -0.56 -4.60 -1.00  0.38
H -3.41 1.95 1.79  0.40
H -2.19 1.60 -3.38  0.29
H -3.40 3.58 2.41  0.38
S -0.40 4.17 1.64  1.05
H 2.30 0.58 -0.43  0.46
P 0.67 -1.92 2.79  0.53
H 1.11 -2.41 -4.32  0.42
H -2.04 5.55 0.63  0.47
O -0.68 -1.72 3.62  -0.26
H 5.31 0.31 -4.11  0.46
C 2.05 2.42 -3.20  -0.80
H 0.77 -1.00 -3.45  -0.07
C 1.88 1.26 -4.00  0.53
F -2.79 0.70 -1.62  -0.29
F -1.15 0.37 0.03  -0.05
C 4.44 0.90 -3.89  -0.64
H -1.95 2.75 -4.41  0.40
F -0.79 1.73 -1.72  -0.28
F -0.91 -0.51 -2.10  -0.21
O 0.34 -3.15 1.86  -0.01
O 0.74 0.78 -4.26  -0.96
C 4.54 2.16 -3.32  0.20
H 0.24 -3.70 4.85  0.21
H -2.08 1.27 -5.09  0.36
H 0.97 1.04 -1.26  -0.52
H -3.97 -1.23 3.45  0.38
H -1.22 4.71 -0.64  0.46
H -0.72 1.51 -4.04  0.12
H -0.10 -5.17 0.53  0.32
O 5.69 2.60 -3.07  -0.69
H -2.33 2.73 -0.23  -0.19
C -0.64 -4.36 0.06  -1.41
H 1.40 -2.36 -2.71  0.34
N 0.77 -2.03 -3.43  -0.14
O 1.73 -2.57 3.81  -0.38
O -0.47 5.12 2.71  -0.68
H -0.16 -2.37 -3.21  0.36
H 1.52 2.01 -0.08  0.39
C -1.39 2.79 2.25  -0.03
B -1.46 0.51 -1.33  0.39
O 3.02 -0.85 -4.57  -0.81
O 0.87 3.74 1.07  -0.65
H 1.51 -5.25 3.19  0.17
H -1.68 -4.27 0.36  0.32
H 1.05 -3.01 -0.03  0.44
H -2.80 -1.23 4.86  0.35
H 2.95 -4.91 4.22  0.29
H -3.54 4.04 -0.21  0.42

Computed properties:
lowest unoccupied orbital energy	-0.662	eV
total charge	0
orbital gap	5.41	eV
multiplicity	1

***

Record 3
Formula: C8H12N2OS
Source: the Open Molecules 2025 dataset
Level of theory: the ωB97M-V functional and the def2-TZVPD basis

Each line ends with the Mulliken charge.
Element x y z (Å)
H 2.99 0.46 -4.66  0.36
N 0.66 -0.27 -2.52  0.11
H -2.42 -0.86 2.67  0.26
H -2.48 0.95 2.83  0.26
H -0.18 1.07 3.58  0.28
C 1.89 0.36 -2.78  -0.21
H -1.28 1.03 0.64  0.41
N 1.25 -0.86 -4.60  -0.59
S -1.58 -0.96 -1.28  -0.35
C -0.20 0.85 0.80  -0.80
H -0.03 -0.68 3.85  0.30
H -0.57 -1.56 -3.70  0.32
O 0.44 0.55 -0.49  -0.36
C 0.18 -0.22 1.82  -0.21
H 2.35 1.06 -2.06  0.35
H -0.20 -1.16 1.41  0.26
H 1.29 -0.36 1.89  0.29
C -1.98 0.00 3.23  -1.05
C -0.45 0.09 3.15  -0.46
H -2.31 -0.13 4.27  0.36
C 2.20 0.03 -4.03  -0.40
C -0.14 -0.22 -1.40  0.59
C 0.36 -0.98 -3.66  -0.01
H 0.22 1.81 1.05  0.30

Computed properties:
lowest unoccupied orbital energy	0.148	eV
total charge	0
energy above the lowest of the compared OMol25 structures with the same formula, charge and spin	129.1	kJ/mol
orbital gap	9.38	eV
multiplicity	1

***

Number 1: F_max 2.24 eV/Å. Number 2: F_max 4.90 eV/Å. Number 3: F_max 2.21 eV/Å.